Entry 1:
Entry from OMol25: an isolated molecule of C5H8O in a non-equilibrium geometry (ωB97M-V/def2-TZVPD).

Calculated values
- Total charge: 0
- Frontier orbital gap: 8.80 eV
- Energy relative to the best compared isomer or geometry (same formula, charge and spin): 2.9029 eV

Positions of all 14 atoms, in Å:
C (-1.36971, -0.82377, -0.37756)
C (-0.40978, 0.36890, -0.48773)
C (-0.18073, 1.09226, 0.77658)
C (1.06612, 0.02216, -0.67745)
C (1.68125, -0.38637, 0.44968)
O (1.13254, -0.05649, 1.59518)
H (-1.09119, -1.43405, 0.48708)
H (-2.41156, -0.49975, -0.24260)
H (-1.32472, -1.45449, -1.27079)
H (-0.69225, 1.01390, -1.33390)
H (-0.75087, 0.92845, 1.66725)
H (0.22694, 2.10259, 0.62225)
H (1.54929, 0.14692, -1.62625)
H (2.57467, -1.02026, 0.41826)

=====

Entry 2:
Entry from OMol25: an isolated molecule of C5H8O (ωB97M-V/def2-TZVPD).

Calculated values
- SMILES: C/C=C/[C@H]1CO1
- Total charge: 0
- Frontier orbital gap: 10.54 eV
- Energy relative to the best compared isomer or geometry (same formula, charge and spin): 2.3437 eV

Positions of all 14 atoms, in Å:
C (-0.63926, -0.73866, 2.07961)
C (-0.05956, -0.90211, 0.70233)
C (-0.55619, -0.37180, -0.41000)
C (0.32717, 0.00467, -1.55038)
C (0.68239, 1.42605, -1.50785)
O (1.64240, 0.42951, -1.20234)
H (-1.09045, 0.25563, 2.16611)
H (0.17639, -0.78614, 2.80764)
H (-1.38869, -1.48232, 2.36562)
H (0.92501, -1.36000, 0.63419)
H (-1.55031, 0.07864, -0.44174)
H (0.29000, -0.51589, -2.50745)
H (0.32772, 1.98933, -0.64100)
H (0.82766, 2.00246, -2.41694)

=====

Entry 3:
Entry from OMol25: an isolated molecule of C5H8O in a non-equilibrium geometry (ωB97M-V/def2-TZVPD).

Calculated values
- SMILES: CC1(C=O)CC1
- Total charge: 0
- Frontier orbital gap: 10.72 eV
- Energy relative to the best compared isomer or geometry (same formula, charge and spin): 1.2187 eV

Positions of all 14 atoms, in Å:
C (-0.78820, -1.21368, 0.52843)
C (0.08718, -0.11150, -0.08287)
C (1.22982, -0.57311, -0.88775)
O (1.54624, -1.73142, -1.02838)
C (-0.53524, 1.21621, -0.48633)
C (0.34430, 1.16019, 0.70075)
H (-1.72794, -0.81126, 0.92401)
H (-1.04358, -1.94663, -0.24072)
H (-0.32938, -1.79341, 1.34157)
H (1.81638, 0.24626, -1.36390)
H (-0.15760, 1.69542, -1.38838)
H (-1.60786, 1.31094, -0.34744)
H (-0.16706, 0.92161, 1.64333)
H (1.33295, 1.63036, 0.68767)

=====

Entry 4:
Entry from OMol25: a cluster of 3 separate species, C5H8O in total (ωB97M-V/def2-TZVPD).

Calculated values
- Total charge: 0
- Frontier orbital gap: 10.67 eV
- Energy relative to the best compared isomer or geometry (same formula, charge and spin): 3.4734 eV

Positions of all 14 atoms, in Å:
O (-2.11775, 0.48703, -0.39531)
C (-0.78109, 0.16127, -0.62471)
C (0.29300, 1.10338, -0.10710)
C (1.48261, 0.36202, -0.10713)
C (1.16016, -0.99426, -0.04907)
C (-0.23597, -1.11893, -0.01476)
H (-2.24452, 0.52675, 0.56414)
H (-0.66339, 0.09115, -1.71373)
H (-0.24163, 0.60249, 1.29900)
H (0.23520, 2.18197, -0.22184)
H (2.48097, 0.77672, -0.01931)
H (1.86998, -1.80169, 0.09491)
H (-0.77891, -2.06001, -0.04279)
H (-0.45865, -0.31791, 1.33769)

=====

Entry 5:
Entry from OMol25: an isolated molecule of C5H8O (ωB97M-V/def2-TZVPD).

Calculated values
- SMILES: C1CC2(C1)CO2
- Total charge: 0
- Frontier orbital gap: 11.16 eV
- Energy relative to the best compared isomer or geometry (same formula, charge and spin): 2.0806 eV

Positions of all 14 atoms, in Å:
C (0.57182, 1.07653, 0.83188)
C (0.04107, -0.33540, 1.16216)
C (-0.02873, -0.54882, -0.35604)
C (0.88910, 0.62492, -0.63769)
C (-1.27361, -0.87634, -1.03168)
O (-0.16643, -1.78582, -0.99931)
H (1.43209, 1.41565, 1.41022)
H (-0.23744, 1.80879, 0.89496)
H (0.75496, -0.97078, 1.68775)
H (-0.90815, -0.42357, 1.68983)
H (1.93704, 0.35622, -0.76528)
H (0.62435, 1.27500, -1.47125)
H (-2.12189, -1.11288, -0.39077)
H (-1.51416, -0.50351, -2.02478)

=====

Entry 6:
Entry from OMol25: an isolated molecule of C5H8O in a non-equilibrium geometry (ωB97M-V/def2-TZVPD).

Calculated values
- SMILES: C[C@H]1[C@H]2CO[C@@H]12
- Total charge: 0
- Frontier orbital gap: 10.33 eV
- Energy relative to the best compared isomer or geometry (same formula, charge and spin): 2.5634 eV

Positions of all 14 atoms, in Å:
C (1.50970, -0.35795, 0.46802)
C (0.65095, 0.57589, -0.35461)
C (-0.68092, 0.16099, -0.96338)
C (-1.29216, -0.79986, 0.05735)
O (-1.25601, 0.22997, 1.07904)
C (-0.63138, 1.13965, 0.16893)
H (0.90200, -0.98723, 1.11910)
H (2.18208, 0.20364, 1.12091)
H (2.10808, -1.01040, -0.17491)
H (1.20151, 1.26044, -0.99800)
H (-0.93166, 0.32908, -2.00608)
H (-0.64111, -1.65668, 0.27750)
H (-2.25688, -1.28917, -0.03552)
H (-0.86419, 2.20163, 0.24167)

=====

Entry 7:
Entry from OMol25: an isolated molecule of C5H8O (ωB97M-V/def2-TZVPD).

Calculated values
- SMILES: CC(=O)C1CC1
- Total charge: 0
- Frontier orbital gap: 10.71 eV
- Energy relative to the best compared isomer or geometry (same formula, charge and spin): 0.9440 eV

Positions of all 14 atoms, in Å:
C (-2.04054, 0.30414, 0.04957)
C (-0.70073, 0.23018, 0.74862)
O (-0.48734, 0.83755, 1.77697)
C (0.37145, -0.56266, 0.05464)
C (1.21486, 0.16902, -0.96384)
C (1.79970, -0.24089, 0.35386)
H (-1.96434, 1.04823, -0.75427)
H (-2.30698, -0.64936, -0.41538)
H (-2.81383, 0.62765, 0.74880)
H (0.10127, -1.59313, -0.17214)
H (0.99718, 1.22124, -1.12798)
H (1.51418, -0.37235, -1.85700)
H (2.51709, -1.05541, 0.36275)
H (1.96226, 0.53232, 1.09829)

=====

Entry 8:
Entry from OMol25: an isolated molecule of C5H8O in a non-equilibrium geometry (ωB97M-V/def2-TZVPD).

Calculated values
- Total charge: 0
- Frontier orbital gap: 9.19 eV
- Energy relative to the best compared isomer or geometry (same formula, charge and spin): 3.5216 eV

Positions of all 14 atoms, in Å:
C (1.92183, -0.50674, 0.00238)
C (0.61491, 0.29217, -0.04665)
C (-0.60026, -0.33656, -0.61080)
C (-1.76052, 0.46678, -0.13592)
C (-0.78621, 0.65340, 1.44458)
O (-0.93486, 0.40836, 2.58908)
H (2.54892, -0.15550, 0.82595)
H (1.73700, -1.57816, 0.15126)
H (2.54025, -0.42024, -0.91249)
H (0.76425, 1.33142, -0.34567)
H (-0.88971, -0.17123, -1.65786)
H (-0.65428, -1.40389, -0.35525)
H (-1.77008, 1.46038, -0.61366)
H (-2.73125, -0.04019, -0.33495)

=====

Ordered E results: -7359.3524, -7359.9115, -7361.0365, -7358.7819, -7360.1746, -7359.6919, -7361.3112, -7358.7337; unit eV.